Here is a molecular structure, C4H11NO2 from OMol25. Energies are from ωB97M-V/def2-TZVPD.

lowest unoccupied orbital energy = 0.832 eV
relative energy (zero: lowest compared OMol25 entry of this formula, charge and spin) = 139.48 kcal/mol
total energy = -9906.1933 eV
highest occupied orbital energy = -0.2834 Ha

XYZ file:
```
18
Properties=species:S:1:pos:R:3:lowdin_charge:R:1
C -0.694 -0.359 -0.064 -0.3528
C 0.337 -0.093 0.859 -0.0623
C 0.309 0.793 -1.351 -0.1385
C 0.171 2.277 -1.117 -0.1545
N -0.173 -1.591 1.955 -0.0645
O 0.768 -2.618 1.562 -0.1570
O -0.855 -1.567 -0.660 -0.0077
H 0.241 -3.184 0.984 0.0646
H -1.729 -1.913 -0.439 0.1147
H 0.218 -1.281 2.847 0.0546
H -1.619 0.204 0.073 0.1391
H 0.162 0.746 1.520 0.1060
H 1.383 -0.317 0.681 0.1021
H -0.260 0.439 -2.209 0.0735
H 1.335 0.446 -1.458 0.0814
H -0.860 2.550 -0.875 0.0693
H 0.814 2.617 -0.303 0.0640
H 0.454 2.851 -2.005 0.0679
```

=====

Here is 2 unconnected molecules or ions with the total composition C4H11NO2 from OMol25. Energies are from ωB97M-V/def2-TZVPD.

lowest unoccupied orbital energy = 0.794 eV
relative energy (zero: lowest compared OMol25 entry of this formula, charge and spin) = 15.42 kcal/mol
total energy = -9911.5732 eV
highest occupied orbital energy = -0.3566 Ha

XYZ file:
```
18
Properties=species:S:1:pos:R:3:lowdin_charge:R:1
C 1.024 -1.235 -1.745 -0.0666
C 0.307 -1.670 -0.458 -0.2185
N -0.040 -0.537 0.386 -0.1506
C -1.305 0.088 0.105 -0.0405
C 0.870 0.084 1.151 -0.2998
O 0.797 1.238 1.549 0.0054
H 0.481 -0.361 -2.120 0.0762
H 0.852 -1.972 -2.528 0.0698
H 2.095 -1.137 -1.583 0.0749
H 0.911 -2.366 0.119 0.1146
H -0.613 -2.182 -0.726 0.1128
H -1.565 0.947 0.729 0.0800
H -2.134 -0.622 0.183 0.0954
H -1.359 0.510 -0.901 0.0958
H 1.748 -0.525 1.394 0.1429
O -0.958 3.334 1.200 -0.0939
H -0.743 3.850 1.983 0.0285
H -0.370 2.553 1.262 -0.0265
```

=====

Here is a single C4H11NO2 molecule from OMol25. Energies are from ωB97M-V/def2-TZVPD.

lowest unoccupied orbital energy = 0.695 eV
relative energy (zero: lowest compared OMol25 entry of this formula, charge and spin) = 28.43 kcal/mol
total energy = -9911.0088 eV
highest occupied orbital energy = -0.3638 Ha

XYZ file:
```
18
Properties=species:S:1:pos:R:3:lowdin_charge:R:1
N -0.128 -0.855 1.213 0.0452
C -0.417 -0.210 -0.106 -0.3815
C -1.676 0.620 -0.063 -0.2383
O -2.775 -0.247 0.160 -0.0388
C 0.814 0.596 -0.532 -0.1538
C 2.048 -0.250 -0.816 -0.2760
O 2.593 -0.833 0.348 -0.0814
H -0.981 -1.306 1.481 0.0638
H -0.192 -0.078 1.887 0.0917
H -0.533 -1.077 -0.767 0.1496
H -1.826 1.216 -0.963 0.1207
H -1.535 1.322 0.773 0.1268
H -3.532 0.252 0.365 0.0606
H 1.031 1.260 0.313 0.1249
H 0.555 1.246 -1.358 0.1127
H 2.777 0.487 -1.170 0.1119
H 1.947 -0.981 -1.619 0.1147
H 1.830 -1.162 0.855 0.0474
```

=====

Here is 2 unconnected molecules or ions with the total composition C4H11NO2 from OMol25. Energies are from ωB97M-V/def2-TZVPD.

lowest unoccupied orbital energy = 0.372 eV
relative energy (zero: lowest compared OMol25 entry of this formula, charge and spin) = 23.59 kcal/mol
total energy = -9911.2188 eV
highest occupied orbital energy = -0.3590 Ha

XYZ file:
```
18
Properties=species:S:1:pos:R:3:lowdin_charge:R:1
C -2.404 0.771 -0.347 -0.0863
C -0.947 1.363 -0.381 -0.3231
C -0.483 1.440 1.044 -0.1004
C 0.073 0.494 -1.357 -0.4715
N -0.344 -0.855 -1.295 0.1211
O 1.049 0.951 -1.861 0.0931
H -2.599 0.274 -1.293 0.0705
H -2.496 0.119 0.502 0.0587
H -3.189 1.498 -0.178 0.0721
H -1.010 2.342 -0.876 0.1277
H -1.063 2.133 1.653 0.0846
H 0.593 1.701 1.132 0.0911
H -0.594 0.438 1.477 0.0716
H -0.562 -0.998 -0.311 0.0822
H 0.552 -1.333 -1.481 0.1085
O 2.598 -3.255 3.052 -0.0534
H 2.370 -2.416 2.656 0.0244
H 3.517 -3.504 2.987 0.0289
```

=====

Here is 2 unconnected molecules or ions with the total composition C4H11NO2 from OMol25. Energies are from ωB97M-V/def2-TZVPD.

lowest unoccupied orbital energy = 0.745 eV
relative energy (zero: lowest compared OMol25 entry of this formula, charge and spin) = 26.55 kcal/mol
total energy = -9911.0906 eV
highest occupied orbital energy = -0.3593 Ha

XYZ file:
```
18
Properties=species:S:1:pos:R:3:lowdin_charge:R:1
C -0.112 1.583 0.163 0.0027
C -0.190 0.095 -0.237 -0.5142
O -0.150 -0.161 -1.430 0.0418
N -0.360 -0.812 0.756 -0.1388
C -0.498 -2.176 0.225 -0.0724
C 0.364 -0.752 2.087 -0.0001
H -0.902 2.222 -0.215 0.0873
H -0.211 1.679 1.246 0.0509
H 0.907 1.922 -0.090 0.0973
H -0.566 -3.043 0.884 0.0852
H 0.224 -2.471 -0.530 0.0829
H -1.477 -2.171 -0.295 0.0979
H 1.313 -1.265 1.933 0.0942
H 0.469 0.310 2.222 0.0558
H -0.276 -1.225 2.810 0.0835
O 0.251 2.193 -3.377 -0.0627
H 1.134 2.535 -3.459 0.0202
H 0.081 1.537 -2.692 -0.0115
```

=====

Here is 3 unconnected molecules or ions with the total composition C4H11NO2 from OMol25. Energies are from ωB97M-V/def2-TZVPD.

lowest unoccupied orbital energy = -0.248 eV
relative energy (zero: lowest compared OMol25 entry of this formula, charge and spin) = 100.96 kcal/mol
total energy = -9907.8638 eV
highest occupied orbital energy = -0.3319 Ha

XYZ file:
```
18
Properties=species:S:1:pos:R:3:lowdin_charge:R:1
C -0.499 1.391 0.584 -0.1013
N 0.436 0.763 -0.059 -0.0530
C 1.634 1.463 -0.397 -0.1224
H -1.076 0.849 1.326 0.0933
H -0.369 2.443 0.874 0.0880
H 1.788 2.398 0.158 0.0757
H 2.477 0.793 -0.220 0.0850
H 1.609 1.674 -1.472 0.0867
C -2.152 0.562 -0.773 -0.1854
O -2.200 -0.641 -0.483 -0.0617
H -2.924 1.257 -0.394 0.0985
H -1.738 0.873 -1.745 0.0931
C 0.783 -2.531 0.387 -0.1749
O 0.005 -1.563 1.049 -0.1667
H 1.017 -2.225 -0.636 0.0726
H 1.711 -2.643 0.948 0.0733
H 0.274 -3.503 0.362 0.0737
H -0.775 -1.360 0.491 0.0255
```

=====

Here is 2 unconnected molecules or ions with the total composition C4H11NO2 from OMol25. Energies are from ωB97M-V/def2-TZVPD.

lowest unoccupied orbital energy = 0.753 eV
relative energy (zero: lowest compared OMol25 entry of this formula, charge and spin) = 29.28 kcal/mol
total energy = -9910.9723 eV
highest occupied orbital energy = -0.3651 Ha

XYZ file:
```
18
Properties=species:S:1:pos:R:3:lowdin_charge:R:1
C 0.028 -1.394 2.333 -0.0878
C 0.157 -0.002 1.699 -0.1546
C 1.067 -0.044 0.484 -0.5544
N 0.515 -0.508 -0.684 0.1373
O 2.222 0.324 0.509 0.0599
H 0.906 -1.641 2.935 0.0796
H -0.287 -2.124 1.600 0.0716
H -0.691 -1.356 3.158 0.0725
H -0.834 0.176 1.269 0.1036
H 0.580 0.722 2.351 0.1092
H 1.202 -0.722 -1.390 0.1141
H -0.366 -0.938 -0.891 0.0920
C -1.633 0.678 -2.580 -0.1522
O -1.729 1.109 -1.237 -0.1378
H -0.954 -0.165 -2.721 0.0566
H -1.230 1.480 -3.200 0.0817
H -2.650 0.371 -2.782 0.0828
H -1.000 1.062 -0.628 0.0258
```

=====

Here is 3 unconnected molecules or ions with the total composition C4H11NO2 from OMol25. Energies are from ωB97M-V/def2-TZVPD.

lowest unoccupied orbital energy = 0.752 eV
relative energy (zero: lowest compared OMol25 entry of this formula, charge and spin) = 125.55 kcal/mol
total energy = -9906.7977 eV
highest occupied orbital energy = -0.2516 Ha

XYZ file:
```
18
Properties=species:S:1:pos:R:3:lowdin_charge:R:1
C -0.741 0.643 0.108 -0.3203
C 0.336 0.157 -0.644 -0.2589
C -1.002 -1.531 -1.038 -0.1256
C 0.500 2.118 0.951 -0.0311
N 1.457 -0.509 -0.173 0.0703
O -1.316 0.076 1.204 -0.0050
O -0.722 -2.389 0.066 -0.1368
H -1.086 -0.880 1.244 0.0927
H 0.243 -2.491 0.090 0.0730
H -1.390 1.337 -0.411 0.1323
H 0.425 0.574 -1.639 0.1340
H 1.783 -0.240 0.748 0.0965
H 2.237 -0.534 -0.816 0.0998
H -2.080 -1.413 -1.115 0.0820
H -0.594 -1.928 -1.969 0.0649
H 1.316 2.525 0.354 0.0127
H 0.875 1.610 1.838 0.0091
H -0.241 2.874 1.203 0.0103
```